1.
CH2ClN2O2 | the ωB97M-V functional and the def2-TZVPD basis

Structure (XYZ):
```
8
Properties=species:S:1:pos:R:3
C 0.443 0.174 0.923
N 1.043 -0.698 0.232
N 1.217 -1.959 0.500
O 0.144 -2.630 0.565
O 2.284 -2.517 0.531
Cl -0.103 3.973 -1.711
H 0.293 1.078 0.435
H 0.390 -0.120 1.979
```

The calculation puts the HOMO-LUMO gap at 5.9 eV. As for the net charge: -1. The HOMO energy is -3.8 eV. The calculation puts the LUMO energy at 2.063 eV.



2.
CH2ClN2O2 | the ωB97M-V functional and the def2-TZVPD basis

Structure (XYZ):
```
8
Properties=species:S:1:pos:R:3
C 0.805 -0.094 -0.072
N -1.690 -1.185 0.591
N -2.555 -0.605 -0.096
O -3.772 -0.903 0.059
O -2.234 0.237 -0.992
Cl 1.686 -1.492 -0.445
H 0.462 -0.050 0.892
H 0.739 0.666 -0.784
```

Its spin multiplicity is 3. The calculation puts the HOMO-LUMO gap (spin up / spin down) at 7.6 / 7.7 eV. As for the net charge: -1. The HOMO energy (spin up / spin down) is -4.0 / -4.1 eV. The calculation puts the LUMO energy (spin up / spin down) at 3.598 / 3.579 eV.



3.
CH2ClN2O3S | the ωB97M-V functional and the def2-TZVPD basis

Structure (XYZ):
```
10
Properties=species:S:1:pos:R:3
C -0.934 -1.158 0.081
N -1.281 -2.153 0.676
N -0.695 -0.300 -0.738
O 0.416 1.762 -0.268
O 1.915 -0.009 -0.784
O 0.571 0.948 -2.588
S 0.651 0.609 -1.181
Cl 0.265 1.160 2.326
H -1.352 -2.320 1.736
H 0.443 1.461 0.740
```

The calculation puts the HOMO-LUMO gap at 9.4 eV. As for the net charge: -1. The HOMO energy is -5.7 eV. The calculation puts the LUMO energy at 3.746 eV.